Here is the molecule C5H9NO3 from OMol25. Energies are from ωB97M-V with the def2-TZVPD basis set.

The geometry in XYZ format:
```
18
Properties=species:S:1:pos:R:3:forces:R:3:nbo_charge:R:1
C 2.0988 -0.6591 0.8470 -0.184 0.068 -0.416 -0.644
C 1.8616 -0.8243 -0.6515 0.393 -0.069 0.180 -0.055
O 0.5500 -0.5242 -1.0875 -0.215 0.023 -0.053 -0.523
C 0.1379 0.8214 -0.9161 0.062 0.084 -0.191 -0.176
C -0.8811 0.7770 0.2097 0.324 -0.046 -0.263 0.499
O -0.6296 0.8768 1.3843 -0.112 0.120 -0.147 -0.510
C -2.3001 0.4391 -0.2784 -0.400 -0.087 0.400 0.558
N -3.0975 0.0440 0.7282 -0.140 -0.093 0.272 -0.798
O -2.6314 0.5385 -1.4380 0.116 0.055 -0.211 -0.581
H 1.9901 0.3791 1.1518 0.017 0.046 0.077 0.214
H 1.3868 -1.2525 1.4095 -0.101 -0.112 0.137 0.213
H 3.1046 -0.9888 1.0888 0.153 -0.044 0.038 0.214
H 2.5862 -0.2085 -1.2097 -0.125 -0.132 0.024 0.159
H 1.9954 -1.8697 -0.9388 0.120 0.119 -0.009 0.191
H 0.9748 1.4853 -0.6800 -0.102 -0.034 0.061 0.189
H -0.3562 1.1316 -1.8428 0.146 0.046 0.214 0.226
H -2.7321 0.0338 1.6663 -0.018 0.015 -0.044 0.415
H -4.0581 -0.1995 0.5571 0.065 0.041 -0.069 0.407
```
Forces are in eV/Å.

Computed properties:
F_max in hartree/bohr: 0.0111
HOMO-LUMO gap in eV: 9.495
E_HOMO in eV: -9.41
SMILES: CCOCC(=O)C(N)=O

---

Here is a structure of composition C5H9NO4 from OMol25. Energies are from ωB97M-V with the def2-TZVPD basis set.

The geometry in XYZ format:
```
19
Properties=species:S:1:pos:R:3:forces:R:3:nbo_charge:R:1
C 1.0525 -1.5222 1.6034 -0.892 -0.170 0.154 -0.691
C 1.1396 0.9184 0.3816 0.974 -2.388 0.723 0.612
C 0.8374 -1.0125 0.2162 1.289 2.616 -0.439 0.599
O 2.1044 1.2034 -0.5140 -0.457 0.317 -0.344 -0.696
O 0.9849 1.5622 1.3816 -0.518 0.306 -0.365 -0.609
O 1.3882 -1.3669 -0.8168 -0.429 -0.316 -0.013 -0.718
H 2.1090 0.4663 -1.1560 0.041 -0.093 0.253 0.501
H 2.0656 -1.3089 1.9340 0.016 -0.013 -0.124 0.243
H 0.3230 -1.0357 2.2520 0.302 -0.025 0.094 0.245
H 0.8494 -2.5959 1.6086 0.157 0.009 0.004 0.229
C -2.0478 1.1255 -0.0545 0.392 0.333 -0.111 -0.707
C -1.0758 0.1166 -0.5745 -1.694 -2.815 -0.483 0.741
N -0.8282 0.0662 -1.8951 0.541 0.590 1.039 -0.749
O -0.8713 -0.9797 0.1180 0.034 1.931 -0.722 -0.600
H -0.9954 0.8722 -2.4756 0.091 0.115 0.119 0.404
H -0.1206 -0.5940 -2.1959 -0.045 -0.274 0.035 0.441
H -1.8603 1.3106 0.9992 -0.025 -0.038 -0.008 0.272
H -2.0042 2.0602 -0.6116 0.105 0.052 0.032 0.228
H -3.0503 0.7140 -0.2007 0.118 -0.136 0.155 0.258
```
Forces are in eV/Å.

Computed properties:
F_max in hartree/bohr: 0.0646
HOMO-LUMO gap in eV: 8.064
E_HOMO in eV: -8.17

---

Here is the molecule C5H9NO4S from OMol25. Energies are from ωB97M-V with the def2-TZVPD basis set.

The geometry in XYZ format:
```
20
Properties=species:S:1:pos:R:3:forces:R:3:nbo_charge:R:1
C 0.9117 1.5830 1.5717 0.982 -0.766 -0.834 -0.643
C 0.1909 0.8031 0.5269 -0.824 -0.152 -1.182 0.010
C 0.8507 0.2853 -0.4852 -3.092 -2.796 -0.358 -0.021
N -0.2057 -0.7727 -1.2078 2.560 1.652 2.676 -0.205
C 0.3632 -2.1150 -1.2605 -2.835 -1.346 -3.697 -0.434
S -0.6659 0.0360 -2.8620 -1.942 -0.467 -0.746 2.494
O 0.3574 -0.5554 -3.6872 -0.890 -0.523 0.362 -0.934
O -0.4945 1.4129 -2.6161 0.937 1.877 0.808 -0.958
O -2.0735 -0.3043 -2.8624 1.121 -1.098 -0.709 -0.936
O -1.2259 -0.9103 -0.1975 0.763 -0.259 -1.030 -0.340
C -1.2934 0.3591 0.4063 2.021 0.296 0.001 -0.114
H 0.6283 1.4015 2.5973 -0.470 0.030 0.160 0.230
H 0.9432 2.6451 1.3241 0.133 -0.097 0.250 0.243
H 1.8844 1.0647 1.4178 0.055 1.300 0.774 0.228
H 1.8401 0.0686 -0.7705 0.993 0.293 -0.329 0.231
H -0.5983 -2.7363 -1.5030 1.929 0.674 0.451 0.242
H 1.0441 -2.2473 -2.1144 -0.289 0.409 0.351 0.253
H 0.7886 -2.4594 -0.3851 0.713 -0.182 2.040 0.215
H -1.5976 0.2593 1.4139 -1.296 -0.199 0.765 0.209
H -1.8764 0.9148 -0.2938 -0.570 1.355 0.250 0.230
```
Forces are in eV/Å.

Computed properties:
F_max in hartree/bohr: 0.0943
HOMO-LUMO gap in eV: 10.483
E_HOMO in eV: -10.02
SMILES: CC1=C[N@+](C)(S(=O)(=O)[O-])OC1

---

Here is the molecule C5H9NO4S from OMol25. Energies are from ωB97M-V with the def2-TZVPD basis set.

The geometry in XYZ format:
```
20
Properties=species:S:1:pos:R:3:forces:R:3:nbo_charge:R:1
C -3.7212 -0.9249 1.4244 -3.993 0.640 1.428 -0.243
O -2.8436 -1.0475 0.4229 3.824 -0.379 -2.519 -0.674
S -1.1367 -1.1361 0.6130 -1.586 1.249 -0.190 0.546
C -0.5047 0.5200 0.1019 3.169 -0.859 -0.001 0.394
O -0.9288 1.6249 0.0399 -1.146 -0.420 0.061 -0.550
C 1.2572 0.4350 -0.3814 -1.585 -1.297 1.860 -0.026
C 1.2362 -0.2442 -1.7631 -0.809 -1.046 2.848 -0.625
N 1.7542 1.7507 -0.4608 0.475 -0.091 0.244 -0.852
C 2.0140 -0.4023 0.7050 -2.567 0.272 -1.183 0.775
O 1.4434 -1.3327 1.2321 1.009 0.381 -0.016 -0.585
O 3.2160 0.0246 0.9920 0.886 -0.941 0.993 -0.649
H -3.3527 -0.8350 2.4453 0.455 0.221 -0.054 0.183
H -4.4041 -1.8435 1.4325 0.713 1.125 -0.019 0.171
H -4.3764 -0.0020 1.1553 0.838 -1.426 0.870 0.177
H 0.7201 0.5202 -2.3065 -0.429 -0.323 -1.311 0.210
H 0.6644 -1.2061 -1.5343 0.642 1.262 -1.187 0.249
H 2.2426 -0.4525 -2.0759 0.337 -0.008 -0.536 0.219
H 1.3953 2.0980 -1.3269 -0.013 1.106 -0.154 0.377
H 1.5225 2.3433 0.3432 -0.127 -0.236 -0.650 0.393
H 3.4901 0.6923 0.3651 -0.092 0.769 -0.487 0.509
```
Forces are in eV/Å.

Computed properties:
F_max in hartree/bohr: 0.0894
HOMO-LUMO gap in eV: 9.613
E_HOMO in eV: -9.03
SMILES: COSC(=O)[C@@](C)(N)C(=O)O

---

Here is the molecule C5H9NOS from OMol25. Energies are from ωB97M-V with the def2-TZVPD basis set.

The geometry in XYZ format:
```
17
Properties=species:S:1:pos:R:3:forces:R:3:nbo_charge:R:1
C 1.1931 -0.5365 0.0263 0.381 0.786 -0.555 0.203
C 0.5265 0.2637 -1.1487 -0.601 -0.089 -0.035 -0.629
C -1.6417 1.1325 0.3972 0.348 -0.272 -0.118 -0.395
C 2.6047 -0.0838 0.2838 0.169 -0.300 0.333 -0.657
C -2.3203 -0.1916 0.4432 -0.607 0.320 0.383 -0.120
N 0.5730 -1.4042 0.6264 0.101 -0.309 0.519 -0.380
O -1.7784 -1.2498 -0.2202 1.164 -0.702 -0.253 -0.733
S -0.3846 1.6886 -0.5585 0.210 0.030 -0.086 0.450
H 1.2794 0.6648 -1.8265 0.004 0.008 0.039 0.238
H -0.1536 -0.4009 -1.6761 0.131 0.057 -0.013 0.269
H -2.1297 1.9302 0.9341 -0.013 0.169 0.140 0.222
H 2.6251 0.9982 0.4137 -0.039 0.057 -0.041 0.226
H 3.2412 -0.3500 -0.5580 0.040 0.039 -0.105 0.226
H 2.9897 -0.5626 1.1789 0.064 0.010 0.048 0.235
H -3.3125 -0.0231 -0.0108 0.001 -0.040 0.125 0.215
H -2.5098 -0.4098 1.5120 -0.053 0.070 -0.101 0.182
H -0.8020 -1.4655 0.1832 -1.300 0.165 -0.279 0.447
```
Forces are in eV/Å.

Computed properties:
F_max in hartree/bohr: 0.0269
HOMO-LUMO gap (spin up / spin down) in eV: 9.029 / 5.534
E_HOMO (spin up / spin down) in eV: -8.99 / -6.96

---

Here is the molecule C5H9NOS from OMol25. Energies are from ωB97M-V with the def2-TZVPD basis set.

The geometry in XYZ format:
```
17
Properties=species:S:1:pos:R:3:forces:R:3:nbo_charge:R:1
N -1.9696 -0.5668 0.2420 0.204 -0.921 -1.703 -0.850
C -0.6197 -0.7823 -0.4149 -2.466 -3.095 0.165 -0.073
C 0.5413 -0.7388 0.5567 0.540 0.582 -0.182 -0.273
C 0.3868 0.2491 1.6603 -2.035 -0.988 4.090 -0.548
S 0.6800 1.9891 1.1796 -0.949 -0.481 -0.470 0.226
C 0.5207 1.5966 -0.5933 2.387 2.511 -2.419 -0.575
C 0.4952 0.1206 -0.6828 0.763 -1.216 -1.326 0.198
O 1.3853 -0.3875 -1.6519 0.414 -0.074 0.588 -0.696
H -2.1084 -1.5333 0.7110 -0.456 2.301 -1.258 0.372
H -2.7401 -0.3058 -0.4831 1.804 -1.150 1.796 0.375
H -0.5610 -1.7269 -1.1188 -0.154 1.885 1.406 0.194
H 1.1614 -1.6596 0.7055 -0.302 1.321 -0.462 0.246
H -0.6057 -0.0250 2.2877 1.504 1.418 -1.768 0.223
H 1.0633 0.1104 2.5086 0.600 -0.326 -0.531 0.232
H 1.6006 1.7551 -1.1143 -2.365 0.228 1.350 0.246
H -0.1835 2.2903 -1.3088 1.095 -2.036 2.166 0.238
H 0.9535 -0.3852 -2.4835 -0.584 0.039 -1.441 0.464
```
Forces are in eV/Å.

Computed properties:
F_max in hartree/bohr: 0.0909
HOMO-LUMO gap in eV: 8.975
E_HOMO in eV: -8.28
SMILES: N[C@@H]1[C@@H]2CSC[C@]12O